Model 1:
The following is a DFT calculation (ωB97M-V/def2-TZVPD) of a structure of composition C6H16N3O.

Results
net charge	+1
2S+1	1
LUMO	-3.1	eV
HOMO energy	-12.83	eV
HOMO-LUMO gap	0.3591	Ha

CARTESIAN COORDINATES (ANGSTROEM)
C  -0.81569  -1.25452  -0.04639
C  -1.87066  -1.80474  0.91896
C  1.95421  -1.44516  -0.25116
C  2.36573  0.92725  0.03093
C  -0.02092  -0.19484  0.53015
C  -1.09852  1.42402  0.15897
N  -2.33359  0.90668  -0.33958
N  1.30810  -0.10018  -0.24225
N  -0.18896  2.15769  -0.72834
O  -0.93584  -1.45373  -1.21139
H  -2.87553  -1.74429  0.44867
H  -1.82745  -2.81897  1.05126
H  -1.97369  -1.24165  1.82966
H  2.21001  -1.48372  0.80865
H  1.30117  -2.22234  -0.52840
H  2.83260  -1.37746  -0.89505
H  2.96249  0.57574  0.86210
H  2.95550  1.08770  -0.86133
H  2.01971  1.86463  0.32384
H  0.15140  -0.08058  1.56415
H  -1.16187  2.01544  0.96922
H  -3.00226  0.51949  0.32541
H  -2.43797  0.35773  -1.28715
H  -0.51169  2.17159  -1.69763
H  1.10076  0.12232  -1.35450
H  -0.10703  3.09188  -0.37881

natural (NBO) population analysis, charges in e, atoms 1 to 5:
1 C 0.55
2 C -0.73
3 C -0.39
4 C -0.40
5 C -0.24


Model 2:
The following is a DFT calculation (ωB97M-V/def2-TZVPD) of a cluster of 2 separate species, C6H16N3O in total.

Results
net charge	+1
2S+1	1
LUMO	-3.7	eV
HOMO energy	-12.66	eV
HOMO-LUMO gap	0.3309	Ha

CARTESIAN COORDINATES (ANGSTROEM)
C  -4.31127  -0.47875  -0.83874
C  0.55833  0.17245  -0.18095
C  1.99974  -0.80030  1.41282
C  2.76624  1.29788  0.33525
C  2.68778  -0.89311  -1.00196
C  1.95408  -0.09407  0.06011
N  -3.60843  0.36347  -0.07713
N  -4.20813  1.15852  0.84961
N  -0.24189  -0.37323  -1.07537
O  -2.44332  0.71150  -0.34833
H  -5.33033  -0.59023  -0.55858
H  -3.97021  -0.99198  -1.69418
H  0.03939  0.74236  0.60069
H  3.03718  -0.96138  1.69048
H  1.66508  -1.77193  1.33253
H  1.53947  -0.13421  2.13866
H  3.79826  0.83928  0.46882
H  2.83540  1.90093  -0.57720
H  2.34617  1.71271  1.28719
H  2.02091  -1.66894  -1.49417
H  3.50908  -1.41110  -0.60609
H  2.83224  -0.18637  -1.85102
H  -3.54785  1.91465  1.16564
H  -4.73242  0.63465  1.59964
H  -1.22417  0.01499  -0.91071
H  0.02869  -1.10781  -1.72701

natural (NBO) population analysis, charges in e, atoms 1 to 5:
1 C -0.20
2 C 0.33
3 C -0.58
4 C -0.58
5 C -0.61


Which one is most stable, and which one is least stable? model 1 is the most stable of them, while model 2 is the least stable.


Model 1:
The following is a DFT calculation (ωB97M-V/def2-TZVPD) of a cluster of 4 separate species, CH10O3S in total.

Results
2S+1	1
LUMO	0.5	eV
HOMO energy	-9.60	eV
HOMO-LUMO gap	0.3713	Ha

CARTESIAN COORDINATES (ANGSTROEM)
C  -0.97898  1.65111  1.83598
S  0.49295  1.92054  0.79074
H  -1.48664  2.56173  2.13412
H  -0.61044  1.17190  2.74704
H  -1.64609  0.90406  1.41225
H  -0.19139  2.38050  -0.27253
H  -1.36310  -3.02459  0.20490
H  -0.36105  -2.03920  -0.29718
O  -1.11848  -2.10028  0.28139
H  2.25568  -1.46181  -0.05408
H  1.83895  -1.69499  -1.47870
O  2.15831  -2.18180  -0.71464
H  0.87427  0.89732  -1.65863
H  -0.41689  0.43255  -2.43401
O  0.55288  0.58298  -2.49666

natural (NBO) population analysis, charges in e, atoms 1 to 5:
1 C -0.73
2 S -0.07
3 H 0.22
4 H 0.23
5 H 0.23


Model 2:
The following is a DFT calculation (ωB97M-V/def2-TZVPD) of a cluster of 4 separate species, CH10O3S in total.

Results
2S+1	1
LUMO	0.4	eV
HOMO energy	-9.27	eV
HOMO-LUMO gap	0.3538	Ha

CARTESIAN COORDINATES (ANGSTROEM)
C  -2.57696  1.82384  -0.20237
S  -3.08182  0.09891  0.14745
H  -1.86912  2.15346  0.54090
H  -3.44137  2.45125  -0.06320
H  -2.26966  1.90215  -1.23624
H  -1.98931  -0.26137  0.81691
H  0.74797  -0.40087  -1.09353
H  1.31193  -0.20881  0.36204
O  1.52844  -0.18260  -0.57941
H  1.10237  -0.20630  3.02563
H  2.40094  -0.90166  2.16728
O  1.68657  -0.27946  2.27686
H  4.54070  -0.51479  -2.41368
H  3.37788  -1.28494  -1.79265
O  4.33580  -1.29463  -1.89623

natural (NBO) population analysis, charges in e, atoms 1 to 5:
1 C -0.72
2 S -0.06
3 H 0.23
4 H 0.22
5 H 0.22


Which one is most stable, and which one is least stable? model 1 is the most stable of them, while model 2 is the least stable.


Model 1:
The following is a DFT calculation (ωB97M-V/def2-TZVPD) of a cluster of 3 separate species, C4H14NO2 in total.

Results
net charge	+1
2S+1	1
LUMO	-3.3	eV
HOMO energy	-13.87	eV
HOMO-LUMO gap	0.3902	Ha

CARTESIAN COORDINATES (ANGSTROEM)
C  -1.53388  -0.55326  1.25758
C  -1.25105  -1.26130  -0.12148
C  -0.51310  -0.40298  -1.14534
C  -0.95697  0.10035  -2.33858
N  0.73442  0.22642  -0.58343
H  -2.38078  -1.02233  1.70807
H  -1.78525  0.46351  1.09001
H  -0.78407  -0.53993  2.03893
H  -2.20830  -1.51033  -0.51987
H  -0.71990  -2.22849  0.16827
H  -1.94243  -0.04627  -2.69991
H  -0.29223  0.72027  -2.88238
H  1.37806  0.35927  -1.48520
H  0.66722  1.21865  -0.30527
H  0.89929  -0.41420  0.29121
H  2.70762  -1.85829  1.52877
H  1.59634  -1.35992  2.44473
O  1.83748  -1.40660  1.52866
H  0.02709  3.16812  0.55470
H  1.39164  3.38455  -0.27772
O  0.89187  2.75455  0.53591

natural (NBO) population analysis, charges in e, atoms 1 to 5:
1 C -0.62
2 C -0.48
3 C 0.16
4 C -0.37
5 N -0.80


Model 2:
The following is a DFT calculation (ωB97M-V/def2-TZVPD) of a cluster of 4 separate species, C4H14NO2 in total.

Results
net charge	+1
2S+1	1
LUMO	-8.3	eV
HOMO energy	-13.63	eV
HOMO-LUMO gap	0.1974	Ha

CARTESIAN COORDINATES (ANGSTROEM)
C  2.66765  -1.46714  -0.52728
C  1.26913  -2.03933  -0.80705
C  0.31666  -1.12750  -0.15285
C  0.33638  0.18339  -0.41673
N  -2.54402  -0.12388  -0.20507
H  2.81312  -0.42652  -0.90157
H  2.88352  -1.43372  0.54676
H  3.47485  -2.08966  -0.99077
H  1.10767  -2.00007  -1.88295
H  1.17002  -3.08047  -0.40958
H  -0.49217  -1.79351  0.18898
H  0.39602  0.55723  -1.48778
H  -3.05320  -0.80460  0.30301
H  -3.01158  0.12928  -1.14602
H  -1.46251  -0.15984  -0.37136
H  -2.10580  0.90253  1.30829
H  -2.64526  2.30545  1.53209
O  -1.89150  1.79854  1.68385
H  -0.21748  2.95897  1.52154
H  0.95348  4.02411  1.24620
O  0.03501  3.68670  0.96829

natural (NBO) population analysis, charges in e, atoms 1 to 5:
1 C -0.62
2 C -0.44
3 C -0.20
4 C 0.29
5 N -1.07


Which one is most stable, and which one is least stable? model 1 is the most stable of them, while model 2 is the least stable.


Model 1:
The following is a DFT calculation (ωB97M-V/def2-TZVPD) of a cluster of 3 separate species, C4H14NO2 in total.

Results
net charge	+1
2S+1	1
LUMO	-3.2	eV
HOMO energy	-14.09	eV
HOMO-LUMO gap	0.3998	Ha

CARTESIAN COORDINATES (ANGSTROEM)
C  2.28859  -0.10836  1.45813
C  1.71478  -1.16829  0.49342
C  0.76007  -0.68582  -0.59770
C  1.06113  -0.86825  -1.87490
N  -0.17299  0.37557  -0.12767
H  2.63421  0.80400  0.97681
H  1.46681  0.15830  2.13159
H  3.07183  -0.50903  2.09653
H  2.61409  -1.38877  -0.10015
H  1.55482  -2.17149  0.88423
H  1.97575  -1.27389  -2.27813
H  0.40075  -0.45299  -2.63177
H  0.38195  1.23306  -0.22955
H  -0.37091  0.08279  0.82706
H  -1.00364  0.71253  -0.67857
H  -3.34140  1.17428  -1.59974
H  -2.12505  1.75895  -2.37031
O  -2.38855  1.11641  -1.69059
H  -2.31936  1.11829  2.70274
H  -2.82615  0.14619  1.70959
O  -2.00073  0.51126  2.02934

natural (NBO) population analysis, charges in e, atoms 1 to 5:
1 C -0.62
2 C -0.48
3 C 0.14
4 C -0.35
5 N -0.74


Model 2:
The following is a DFT calculation (ωB97M-V/def2-TZVPD) of a structure of composition C4H14NO2.

Results
net charge	+1
2S+1	1
LUMO	-8.5	eV
HOMO energy	-12.65	eV
HOMO-LUMO gap	0.1516	Ha

CARTESIAN COORDINATES (ANGSTROEM)
C  0.23012  1.07979  -1.34914
O  0.11048  -1.97823  1.03685
C  1.62949  1.11647  -1.09716
C  2.24676  0.66130  0.10137
C  2.46793  -0.88105  0.08899
N  -4.86747  0.17605  -0.30532
H  -0.05959  1.56391  -2.28838
H  -0.54220  0.80464  -0.66132
H  -0.51047  -2.32551  1.70497
H  2.29038  1.53779  -1.88425
H  3.15035  1.21487  0.21613
H  1.36876  0.68336  0.90737
H  3.32913  -1.29745  -0.40049
H  2.55456  -1.17454  1.11470
H  1.58450  -1.35022  -0.29275
H  -5.57220  -0.04929  0.38602
H  -5.38921  0.33270  -1.14962
H  -4.33705  -0.70154  -0.46764
H  -0.10989  0.82696  2.12764
H  0.07707  -0.99942  0.96704
O  0.34856  0.75940  1.24498

natural (NBO) population analysis, charges in e, atoms 1 to 5:
1 C -0.06
2 O -0.98
3 C -0.18
4 C -0.10
5 C -0.61


Which one is most stable, and which one is least stable? model 1 is the most stable of them, while model 2 is the least stable.